No. 1
Here is C4H8Si as an isolated structure at a distorted geometry from the OMol25 dataset. Energies are from ωB97M-V/def2-TZVPD.

```
13
Properties=species:S:1:pos:R:3:lowdin_charge:R:1
C -1.91733 0.43272 -0.14027 -0.10
C -1.18078 0.07726 0.94517 -0.19
C -1.06032 -0.31134 -1.04548 -0.26
C -0.16410 -0.64662 0.21896 -0.47
Si 1.74285 -0.13231 0.22714 0.69
H -2.84762 0.90615 -0.27922 0.08
H -1.48514 0.23163 2.03531 0.12
H -1.28479 -1.31680 -1.46320 0.10
H -0.42817 0.20288 -1.80480 0.10
H -0.44989 -2.16403 0.53859 0.21
H 2.40178 -1.26022 -0.33893 -0.09
H 2.00831 0.02701 1.57491 -0.11
H 1.72679 1.11241 -0.44731 -0.08
```

Results
- HOMO-LUMO gap: 9.814 eV
- E_HOMO: -8.84 eV
- Relative energy (zero: lowest compared OMol25 entry of this formula, charge and spin): 79.7 kcal/mol



No. 2
Here is a 2-piece molecular cluster, C4H8Si overall at a distorted geometry from the OMol25 dataset. Energies are from ωB97M-V/def2-TZVPD.

```
13
Properties=species:S:1:pos:R:3:lowdin_charge:R:1
C 2.72242 -0.46333 -0.05468 -0.08
C 2.26081 0.79421 -0.10191 0.00
C -1.59821 -0.47330 -0.78573 -0.41
C -1.86143 -0.26191 0.67965 -0.40
Si -0.78066 1.03751 -0.18777 0.75
H 3.67152 -0.63183 0.23816 0.01
H 2.06121 -1.21637 0.06204 0.00
H 2.65198 1.71688 -0.01925 -0.04
H -0.83645 -1.26641 -0.88024 0.06
H -2.48539 -0.56144 -1.43164 0.06
H -2.91194 -0.16388 1.18749 0.10
H -1.36700 -0.95303 1.31689 0.02
H -1.52684 2.44290 -0.02302 -0.06
```

Results
- HOMO-LUMO gap (alpha / beta): 7.981 / 7.986 eV
- E_HOMO (alpha / beta): -8.76 / -8.32 eV
- Relative energy (zero: lowest compared OMol25 entry of this formula, charge and spin): 124.7 kcal/mol



No. 3
Here is a 2-piece molecular cluster, C4H8Si overall at a distorted geometry from the OMol25 dataset. Energies are from ωB97M-V/def2-TZVPD.

```
13
Properties=species:S:1:pos:R:3:lowdin_charge:R:1
C -2.22617 0.04540 -0.10748 -0.07
C -0.91660 0.72201 -0.34824 -0.24
C -0.88117 -0.41890 0.64124 -0.22
C 0.01480 -0.49952 -0.51290 -0.20
Si 2.61040 -0.12853 0.06922 0.74
H -2.94416 0.67950 0.48645 0.11
H -2.69373 -0.49940 -0.86026 0.06
H -0.50476 1.65917 -0.33258 0.07
H -0.70883 -0.70598 1.66348 0.10
H -0.30334 -1.04166 -1.39824 0.05
H 2.31173 1.37374 -0.25882 -0.10
H 3.86648 -0.68193 -0.46229 -0.14
H 2.37535 -0.50390 1.42040 -0.16
```

Results
- HOMO-LUMO gap: 8.196 eV
- E_HOMO: -8.26 eV
- Relative energy (zero: lowest compared OMol25 entry of this formula, charge and spin): 115.6 kcal/mol



No. 4
Here is an isolated ion of composition C4H9BIN4O and charge +1 at a distorted geometry from the OMol25 dataset. Energies are from ωB97M-V/def2-TZVPD.

```
20
Properties=species:S:1:pos:R:3:lowdin_charge:R:1
C 2.30841 -1.00956 0.56919 -0.09
C 1.99831 0.55424 0.52161 -0.13
B 1.11896 0.92222 -0.74923 -0.47
O 1.56119 0.70390 -2.03051 0.17
N -0.27860 1.50316 -0.49522 0.23
C -1.23269 0.64218 -0.19394 -0.35
N -0.89720 -0.69107 -0.17375 0.14
C -2.05547 -1.27297 0.19996 -0.78
I -2.09875 -3.36059 0.45550 0.99
N -3.01363 -0.37330 0.35608 0.05
N -2.52520 0.87230 0.10926 0.16
H 1.89400 -1.44444 1.49459 0.07
H 3.40536 -1.12729 0.55271 0.08
H 1.87899 -1.52024 -0.31175 0.06
H 2.94750 1.11646 0.43983 0.11
H 1.47675 0.78941 1.46856 0.09
H 1.00571 0.03508 -2.46518 0.13
H -0.51044 2.48904 -0.54220 0.16
H -3.96688 -0.58424 0.62877 0.18
H -3.01634 1.75573 0.16571 0.20
```

Results
- HOMO-LUMO gap: 9.955 eV
- Structure (SMILES): CCB(O)Nc1nc(I)[nH][nH+]1
- E_HOMO: -13.59 eV
- Total charge: +1



No. 5
Here is a 2-piece molecular cluster, C4H9BO overall at a distorted geometry from the OMol25 dataset. Energies are from ωB97M-V/def2-TZVPD.

```
15
Properties=species:S:1:pos:R:3:lowdin_charge:R:1
C 1.56432 -2.06485 1.00045 0.01
C 2.32761 -2.50304 0.03253 -0.23
O 3.02115 -2.93557 -0.83037 0.14
H 1.36964 -2.58886 1.94192 0.08
H 0.78891 -1.24865 0.88757 0.03
C -0.28805 1.19140 1.63781 -0.08
B -0.57652 0.36655 0.36967 -0.28
C -1.64252 -0.79732 0.20377 -0.08
H -0.86139 2.10564 1.64883 0.06
H 0.79076 1.48874 1.48459 0.08
H -0.40267 0.61540 2.58837 0.08
H 0.10732 0.44799 -0.61480 0.07
H -1.01794 -1.74140 0.15235 0.07
H -2.35138 -0.91083 -0.56378 0.03
H -2.27808 -0.76965 1.05361 0.04
```

Results
- HOMO-LUMO gap: 9.884 eV
- Structure (SMILES): C=C=O.CBC
- E_HOMO: -9.53 eV
- Relative energy (zero: lowest compared OMol25 entry of this formula, charge and spin): 68.1 kcal/mol



No. 6
Here is an isolated molecule of C4H9BO2 at a distorted geometry from the OMol25 dataset. Energies are from ωB97M-V/def2-TZVPD.

```
16
Properties=species:S:1:pos:R:3:lowdin_charge:R:1
B 2.16517 -1.15148 0.06740 0.07
C -0.04207 0.81512 0.39159 -0.14
C 1.34234 1.16482 -0.13016 -0.15
C -0.65488 -0.43704 -0.30614 -0.57
C -2.16370 -0.53674 0.00114 -0.05
O 2.28150 0.09551 -0.06013 0.09
O -0.06637 -1.59770 0.10738 -0.18
H 2.84857 -2.07047 0.13452 0.07
H 0.00476 0.61493 1.46261 0.13
H -0.67240 1.69140 0.22732 0.12
H 1.28847 1.45402 -1.18588 0.14
H 1.78548 1.98312 0.44837 0.13
H -0.52851 -0.28926 -1.40173 0.13
H -2.61770 0.43880 0.16330 0.06
H -2.29152 -1.14155 0.89634 0.08
H -2.67914 -1.03347 -0.81592 0.07
```

Results
- HOMO-LUMO gap: 9.114 eV
- E_HOMO: -8.49 eV
- Relative energy (zero: lowest compared OMol25 entry of this formula, charge and spin): 88.6 kcal/mol



No. 7
Here is an isolated molecule of C4H9BO2 at a distorted geometry from the OMol25 dataset. Energies are from ωB97M-V/def2-TZVPD.

```
16
Properties=species:S:1:pos:R:3:lowdin_charge:R:1
B -0.92170 0.59197 1.68534 0.04
C -1.76752 0.71314 0.36382 -0.18
C -0.89476 0.67284 -0.88813 -0.17
O 0.48409 0.43226 -0.58571 -0.01
C 0.86607 -0.83670 -0.64883 -0.59
C 2.31817 -1.01299 -0.37092 0.03
O 0.15018 -1.74291 -0.88205 0.14
H -0.25087 1.46496 2.13232 0.03
H -0.95018 -0.44637 2.27526 0.03
H -2.26529 1.67397 0.39286 0.09
H -2.55353 -0.01570 0.31307 0.09
H -1.29145 -0.01457 -1.61123 0.12
H -0.93087 1.64608 -1.33619 0.12
H 2.44221 -1.90249 0.20789 0.08
H 2.89157 -1.03065 -1.28082 0.09
H 2.67387 -0.19284 0.23332 0.08
```

Results
- HOMO-LUMO gap: 10.824 eV
- Structure (SMILES): BCCOC(C)=O
- E_HOMO: -10.49 eV
- Relative energy (zero: lowest compared OMol25 entry of this formula, charge and spin): 75.5 kcal/mol



No. 8
Here is an isolated molecule of C4H9BO2 at a distorted geometry from the OMol25 dataset. Energies are from ωB97M-V/def2-TZVPD.

```
16
Properties=species:S:1:pos:R:3:lowdin_charge:R:1
B -0.37084 -1.50478 -0.01151 -0.69
C -0.69863 1.94750 -0.63307 0.03
C 0.12348 0.93415 -0.39703 -0.39
C 1.28282 1.07459 0.58109 -0.03
C -0.07898 -0.36648 -1.08997 -0.07
O -1.64571 -1.91209 0.16570 0.15
O 0.62349 -1.92248 0.87069 0.10
H -1.56889 1.71963 -1.35911 0.09
H -0.67300 2.92159 -0.11061 0.07
H 0.83977 0.48093 1.52241 0.13
H 2.15962 0.53856 0.34644 0.06
H 1.48281 2.04023 0.85326 0.03
H -0.87629 -0.35055 -1.80628 0.09
H 0.79565 -0.77643 -1.69447 0.13
H -1.74552 -2.30954 1.11140 0.15
H 0.35021 -2.51482 1.65108 0.14
```

Results
- 2S+1: 3
- HOMO-LUMO gap (alpha / beta): 4.764 / 9.561 eV
- E_HOMO (alpha / beta): -4.52 / -11.27 eV
- Relative energy (zero: lowest compared OMol25 entry of this formula, charge and spin): 29.8 kcal/mol



No. 9
Here is a 2-piece molecular cluster, C4H9BrN3 overall at a distorted geometry from the OMol25 dataset. Energies are from ωB97M-V/def2-TZVPD.

```
17
Properties=species:S:1:pos:R:3:lowdin_charge:R:1
C 1.82147 0.42536 -0.30783 -0.61
C -1.28040 0.08193 -1.02665 -0.20
C 3.09683 1.67911 1.28282 0.02
C -1.29452 -1.19162 1.02019 0.01
N 2.59976 0.84303 0.51664 -0.12
N -2.23780 -0.56364 -1.75641 0.20
N -0.90502 -0.05107 0.18043 -0.03
Br 1.88914 -0.90049 -1.61387 0.72
H 3.55223 2.61737 0.95006 0.11
H 3.34233 1.26324 2.20946 0.07
H -0.74368 0.85823 -1.51263 0.13
H -1.61541 -1.85145 0.24513 0.07
H -2.11164 -0.82674 1.73072 0.13
H -0.45689 -1.56146 1.59078 0.10
H -2.23630 -0.21003 -2.64743 0.08
H -2.78965 -1.41827 -1.51005 0.16
H -0.63043 0.80649 0.64865 0.16
```

Results
- HOMO-LUMO gap: 8.167 eV
- E_HOMO: -11.40 eV
- Relative energy (zero: lowest compared OMol25 entry of this formula, charge and spin): 63.3 kcal/mol
- Total charge: +1



No. 10
Here is an isolated ion of composition C4H9BrNS and charge +1 at a distorted geometry from the OMol25 dataset. Energies are from ωB97M-V/def2-TZVPD.

```
16
Properties=species:S:1:pos:R:3:lowdin_charge:R:1
C 0.57493 -0.91901 1.74437 -0.13
C 0.14429 -0.79296 0.34131 -0.68
S 1.36433 -1.70494 -0.74142 0.80
C 0.20742 0.62760 -0.11592 -0.21
N -0.67417 0.78310 -1.29915 0.03
C -1.40887 1.75190 -1.66808 -0.47
Br -1.60938 3.35952 -0.74441 0.93
H 0.99999 -1.97202 1.91660 0.10
H -0.17255 -0.79667 2.50418 0.08
H 1.42704 -0.18302 1.91399 0.12
H -0.71625 -1.39950 0.16026 0.09
H 1.52810 -2.67248 0.12351 -0.14
H -0.11182 1.48565 0.51613 0.11
H 1.23888 0.82610 -0.25104 0.11
H -0.60115 0.08089 -2.01856 0.16
H -2.19078 1.52584 -2.38177 0.11
```

Results
- HOMO-LUMO gap: 7.705 eV
- Structure (SMILES): C[C@H](S)C/[NH+]=C\Br
- E_HOMO: -12.98 eV
- Relative energy (zero: lowest compared OMol25 entry of this formula, charge and spin): 18.1 kcal/mol
- Total charge: +1